[1]
9
Properties=species:S:1:pos:R:3:forces:R:3:lowdin_charge:R:1 method="wB97M-V/def2-TZVPD" smiles=I[C@@H]1C[NH2+]1 charge=+1
N 0.296 -0.712 -0.181 -0.189 -2.619 -0.683 0.060
I -2.710 0.063 -0.132 2.177 0.629 0.483 0.873
H 0.569 1.067 -1.150 0.120 1.257 -2.512 0.112
C -0.539 0.277 0.468 -2.120 -0.117 0.215 -0.551
H 1.487 0.934 0.330 2.626 0.794 1.819 0.114
H 0.828 -1.411 0.345 -0.200 0.288 -0.065 0.199
H -0.269 -1.109 -0.946 1.019 0.054 -0.123 0.144
C 0.685 0.677 -0.218 -2.806 -0.408 -1.162 -0.026
H -0.347 0.215 1.484 -0.628 0.122 2.027 0.077

***

[2]
9
Properties=species:S:1:pos:R:3:forces:R:3:lowdin_charge:R:1 method="wB97M-V/def2-TZVPD" charge=+1
H 2.121 -0.058 1.716 -0.800 -0.261 -0.001 0.124
C 2.062 -0.345 0.667 3.554 0.537 -0.139 0.008
H 0.856 1.404 -0.437 -0.364 1.752 -0.615 0.163
H 0.173 -1.418 -0.447 -0.600 0.246 0.301 0.166
I -4.634 0.094 -0.059 -1.528 0.132 0.171 0.259
N 1.299 0.540 -0.288 -1.511 -4.664 1.514 0.211
H -6.311 0.238 0.142 1.537 -0.132 -0.174 -0.261
C 0.840 -0.662 -0.056 2.300 2.259 -1.320 0.157
H 3.161 -0.591 0.313 -2.588 0.132 0.263 0.174

***

[3]
12
Properties=species:S:1:pos:R:3:forces:R:3:lowdin_charge:R:1 method="wB97M-V/def2-TZVPD"
C -1.772 0.049 -0.187 -0.635 1.740 1.986 -0.055
H 2.391 -1.839 -0.544 -1.618 1.148 -0.811 0.033
N 1.220 0.167 1.456 1.591 -2.156 3.328 -0.146
O 1.537 -1.396 -0.863 1.286 -1.288 0.774 -0.833
I 1.800 -0.537 -2.601 0.161 0.053 -0.129 0.812
H -2.840 -0.159 0.266 2.189 0.777 -0.847 0.114
O 2.411 0.153 1.250 0.903 0.269 -0.963 -0.063
N 0.340 0.755 0.916 -2.870 1.956 -1.924 0.041
H -1.805 0.588 -1.136 -0.409 -0.839 -0.309 0.065
H -1.218 2.048 0.936 0.232 -1.313 -0.272 0.128
C -0.872 1.010 0.648 -1.002 0.776 -0.011 -0.135
H -1.192 -0.838 -0.142 0.173 -1.123 -0.823 0.039

***

[4]
11
Properties=species:S:1:pos:R:3:forces:R:3:lowdin_charge:R:1 method="wB97M-V/def2-TZVPD" charge=+1
H -1.112 -2.394 -0.956 0.359 -1.252 0.165 0.065
N -0.368 -0.679 -0.940 0.582 3.084 1.460 -0.054
I 1.147 -2.339 -2.504 -0.257 -0.293 0.468 0.877
H 1.187 1.900 0.063 -0.482 -0.846 -0.433 0.181
H 0.459 -2.413 0.291 -1.575 0.923 -2.724 0.138
C 0.251 1.350 0.306 1.661 1.717 0.151 -0.131
H -1.219 1.714 1.658 -2.447 -1.095 0.991 0.099
N 0.078 0.181 -0.160 -0.796 -2.828 -0.879 0.100
N -0.401 1.999 1.252 1.594 0.617 -0.674 0.196
H 0.072 2.748 1.734 0.031 0.077 -0.254 0.140
C -0.094 -2.068 -0.743 1.330 -0.105 1.730 -0.611

***

[5]
12
Properties=species:S:1:pos:R:3:forces:R:3:lowdin_charge:R:1 method="wB97M-V/def2-TZVPD" smiles="O=C=O.C=NP.I"
H -0.958 1.861 -4.554 -0.046 -0.050 -0.094 -0.350
O 1.428 -2.457 -0.737 0.452 -0.895 0.479 0.187
C -1.173 0.261 0.995 -1.415 2.460 1.384 -0.173
P 0.736 -0.724 2.502 1.578 0.622 -0.496 0.725
I -0.398 2.417 -3.164 0.037 0.106 0.088 0.408
O 0.168 -0.839 -1.739 -1.782 1.963 -1.552 0.147
H 2.032 -0.277 1.829 -1.561 -0.633 0.831 -0.071
H -1.580 0.888 1.840 0.212 -0.546 -0.720 0.086
N -0.222 -0.498 1.073 3.137 -1.918 1.279 -0.374
H -1.415 0.461 0.006 -1.734 0.467 -1.775 0.030
C 0.762 -1.654 -1.223 1.323 -1.108 0.945 -0.491
H 0.621 0.562 3.173 -0.201 -0.469 -0.368 -0.125

***

[6]
10
Properties=species:S:1:pos:R:3:forces:R:3:lowdin_charge:R:1 method="wB97M-V/def2-TZVPD" smiles="[H]/N=P/CCI"
H 2.783 -1.499 -0.836 0.444 0.494 0.015 -0.033
C -1.038 -0.015 0.715 -0.794 -0.038 0.611 -0.743
P 1.801 0.290 0.173 -1.629 0.344 0.218 0.811
H -0.051 0.069 -1.268 -0.712 1.115 0.758 0.050
H -0.868 -1.073 1.037 0.149 1.256 -0.167 0.049
N 2.001 -0.856 -0.834 -0.320 -0.991 -0.273 -0.344
H -1.022 0.788 1.452 -0.503 -1.066 1.038 0.027
I -3.148 -0.057 0.083 0.432 0.030 0.058 0.639
C -0.158 0.606 -0.280 2.902 0.609 -1.465 -0.539
H -0.300 1.747 -0.242 0.030 -1.754 -0.792 0.082

***

[7]
A cluster of 3 separate species, C2H5IO2S in total in a non-equilibrium geometry, computed with ωB97M-V/def2-TZVPD.

XYZ file:
```
11
Properties=species:S:1:pos:R:3:forces:R:3:lowdin_charge:R:1
H 2.339 -2.260 -0.013 -0.014 -0.407 0.592 -0.356
H 0.164 -2.093 1.032 0.858 -0.310 0.730 0.009
H 0.193 0.557 0.613 -0.920 -1.171 0.205 0.026
S -0.318 3.372 -0.576 1.328 -0.594 0.575 0.885
O -1.586 2.777 -0.414 -1.938 0.066 -0.313 -0.423
H -1.272 -2.074 -0.038 -0.600 -0.434 0.242 0.046
C -0.567 -1.514 0.543 -0.383 0.008 -0.768 -0.160
I 2.357 -1.345 -1.289 0.414 0.386 -0.848 0.492
H -1.464 0.174 -0.272 1.666 -0.390 1.056 0.075
C -0.574 -0.216 0.354 -1.077 1.990 -1.133 -0.147
O 0.727 2.622 0.059 0.668 0.856 -0.337 -0.446
```
Forces are in eV/Å.

***

[8]
10
Properties=species:S:1:pos:R:3:forces:R:3:lowdin_charge:R:1 method="wB97M-V/def2-TZVPD" smiles=CCOSI
H -0.910 -0.260 0.533 -0.315 -0.733 0.199 0.068
H 0.544 1.554 0.548 0.615 -0.855 -0.308 0.130
H -0.607 -0.291 -1.185 -0.252 0.857 -0.706 0.055
C 0.958 0.587 0.162 0.591 -0.738 -0.317 -0.346
H 1.737 0.733 -0.616 -0.970 0.450 0.037 0.015
H 0.287 -1.465 -0.337 -0.756 1.768 0.876 0.096
C -0.151 -0.391 -0.223 1.281 -1.482 -0.106 -0.096
S 2.951 -1.138 0.775 -1.853 0.620 0.766 0.276
O 1.711 -0.033 1.247 1.413 -0.220 -0.314 -0.630
I 4.385 -0.068 -0.746 0.246 0.333 -0.128 0.433

***

[9]
A structure of composition C2H5IS in a non-equilibrium geometry, computed with ωB97M-V/def2-TZVPD.

XYZ file:
```
9
Properties=species:S:1:pos:R:3:forces:R:3:lowdin_charge:R:1
S 1.698 0.367 1.050 -0.119 -0.720 -1.081 0.716
H 0.099 1.468 -0.249 -0.357 0.137 -0.584 0.059
H 1.369 1.534 1.552 -0.170 0.591 0.322 -0.170
H 0.813 0.229 -1.328 0.148 0.033 0.572 0.082
H -0.421 -1.288 0.622 0.914 -2.934 1.930 -0.046
H -1.574 -0.007 0.338 -0.921 0.155 0.291 0.038
C 0.401 0.434 -0.329 1.464 0.377 0.178 -0.553
I -1.729 -2.264 -1.752 0.908 1.608 1.276 0.139
C -0.655 -0.472 0.096 -1.867 0.752 -2.904 -0.265
```
Forces are in eV/Å.

***

[10]
A cluster of 2 separate species, C2H5ISi in total in a non-equilibrium geometry, computed with ωB97M-V/def2-TZVPD.

XYZ file:
```
9
Properties=species:S:1:pos:R:3:forces:R:3:lowdin_charge:R:1
Si 1.377 1.438 0.000 -0.117 -0.390 0.002 0.215
H 1.422 1.688 -1.437 -0.327 0.294 -0.324 -0.189
H -1.973 -2.146 0.041 -0.145 0.149 -0.004 0.053
H 1.874 2.731 0.669 -0.100 -0.972 -0.060 -0.139
H -0.188 -1.783 0.056 -0.005 0.252 -0.038 -0.007
I 2.810 -0.626 -0.107 -0.295 0.653 0.434 0.231
H -2.615 0.215 0.369 2.281 0.060 -0.050 0.059
C -1.508 -0.136 0.297 -2.085 0.851 0.019 -0.053
C -1.199 -1.381 0.112 0.794 -0.898 0.022 -0.171
```
Forces are in eV/Å.

***

E (eV)
-11736.730 -11734.916 -17325.400 -14716.099 -25128.493 -21032.942 -25183.857 -23137.265 -21089.142 -18129.064